{
  "formula": "C2H3NO",
  "method": "ωB97M-V with the def2-TZVPD basis set",
  "molar_mass_g_mol": 57.052,
  "e_lumo_ev": 1.06,
  "orbital_gap_ev": 11.21,
  "e_homo_ev": -10.14,
  "de_lowest_kcal_mol": 46.9,
  "symbols": ["C", "C", "N", "O", "H", "H", "H"],
  "xyz": [[1.16480, 0.51112, 0.01948], [-0.60147, -0.19754, 0.01194], [0.01600, 1.12685, 0.00146], [0.87466, -0.78210, -0.06824], [2.14408, 0.88120, 0.22217], [-1.17491, -0.39078, 0.87496], [-1.09062, -0.70122, -0.74247]],
  "lowdin_charge": [-0.2693, -0.0862, 0.0680, -0.0234, 0.1197, 0.1030, 0.0883]
}

{
  "formula": "C2H3NO",
  "method": "ωB97M-V with the def2-TZVPD basis set",
  "molar_mass_g_mol": 57.052,
  "e_lumo_ev": -0.64,
  "orbital_gap_ev": 9.91,
  "e_homo_ev": -10.55,
  "de_lowest_kcal_mol": 80.5,
  "symbols": ["C", "C", "N", "O", "H", "H", "H"],
  "xyz": [[-2.38837, 0.01823, 0.02031], [-0.09530, -0.15558, -0.31054], [-3.51933, 0.23332, 0.02982], [0.36750, 1.06765, -0.10910], [0.00109, -0.92914, 0.57252], [-0.10860, -0.60787, -1.38582], [0.75494, 1.00568, 0.79368]],
  "lowdin_charge": [-0.2264, -0.0856, -0.0679, -0.0038, 0.1198, 0.1264, 0.1377]
}

{
  "formula": "C2H3NO2",
  "method": "ωB97M-V with the def2-TZVPD basis set",
  "smiles": "C#[N+][O-].C=O",
  "molar_mass_g_mol": 73.051,
  "e_lumo_ev": 0.23,
  "orbital_gap_ev": 10.51,
  "e_homo_ev": -10.27,
  "de_lowest_kcal_mol": 107.3,
  "symbols": ["C", "C", "N", "O", "O", "H", "H", "H"],
  "xyz": [[-1.51823, 0.73322, -0.09881], [1.93748, -0.93300, 0.62942], [-2.01279, 1.23676, -1.05048], [2.41320, -1.69425, 1.41921], [-2.17309, 1.77313, -2.07895], [-1.88412, 0.26727, 0.72275], [2.14594, -1.03288, -0.44769], [1.09161, -0.35026, 0.90456]],
  "lowdin_charge": [0.1318, -0.1410, -0.2239, 0.0035, 0.0706, 0.0338, 0.0839, 0.0413]
}

{
  "formula": "C2H3NO2",
  "method": "ωB97M-V with the def2-TZVPD basis set",
  "molar_mass_g_mol": 73.051,
  "e_lumo_ev": 0.54,
  "orbital_gap_ev": 11.09,
  "e_homo_ev": -10.55,
  "de_lowest_kcal_mol": 35.7,
  "symbols": ["C", "C", "N", "O", "O", "H", "H", "H"],
  "xyz": [[2.21056, -0.13349, -0.48408], [-0.57898, -0.39971, -0.10668], [0.15638, 0.30282, 0.60876], [3.08794, 0.03431, 0.17866], [-1.94487, -0.26594, -0.29447], [-0.12364, -1.17532, -0.67247], [-0.48552, 0.93909, 1.05072], [-2.32187, 0.69825, -0.28044]],
  "lowdin_charge": [-0.0551, -0.3634, 0.0656, 0.0587, -0.0220, 0.0929, 0.0644, 0.1591]
}

{
  "formula": "C2H3NO2",
  "method": "ωB97M-V with the def2-TZVPD basis set",
  "smiles": "N=C=O.C=O",
  "molar_mass_g_mol": 73.051,
  "e_lumo_ev": 0.44,
  "orbital_gap_ev": 10.31,
  "e_homo_ev": -9.87,
  "de_lowest_kcal_mol": 45.0,
  "symbols": ["C", "C", "N", "O", "O", "H", "H", "H"],
  "xyz": [[1.72820, 0.02076, -0.54940], [-1.55749, -0.19015, 0.08309], [1.41532, 0.17270, 0.57473], [2.11253, -0.10693, -1.62942], [-0.71919, -0.20705, 0.94065], [-2.48767, 0.37530, 0.10881], [-1.45689, -0.91764, -0.78357], [0.96518, 0.85302, 1.25512]],
  "lowdin_charge": [-0.4527, -0.1095, 0.1592, 0.1410, -0.0612, 0.0768, 0.1022, 0.1443]
}

{
  "formula": "C2H3NO2",
  "method": "ωB97M-V with the def2-TZVPD basis set",
  "smiles": "O=CNC=O",
  "molar_mass_g_mol": 73.051,
  "e_lumo_ev": 0.73,
  "orbital_gap_ev": 11.30,
  "e_homo_ev": -10.57,
  "de_lowest_kcal_mol": 5.4,
  "symbols": ["C", "C", "H", "H", "H", "N", "O", "O"],
  "xyz": [[1.18242, 0.20420, 0.06876], [-1.21386, 0.13298, -0.04931], [1.04877, 1.29431, 0.05414], [0.04444, -1.58280, 0.03772], [-0.99853, 1.26045, -0.08118], [-0.01670, -0.54036, 0.03611], [2.25489, -0.40109, -0.06034], [-2.30145, -0.36769, -0.00590]],
  "lowdin_charge": [-0.2676, -0.3547, 0.1296, 0.1833, 0.1453, 0.0810, 0.0215, 0.0616]
}

{
  "formula": "C2H3NO2",
  "method": "ωB97M-V with the def2-TZVPD basis set",
  "smiles": "O=CCN=O",
  "molar_mass_g_mol": 73.051,
  "e_lumo_ev": -0.21,
  "orbital_gap_ev": 8.97,
  "e_homo_ev": -9.17,
  "de_lowest_kcal_mol": 87.3,
  "symbols": ["C", "C", "N", "O", "O", "H", "H", "H"],
  "xyz": [[0.03160, 0.61865, 0.18405], [-0.93803, -0.55964, -0.07937], [1.44281, 0.30194, -0.13558], [1.78707, -0.76563, -0.53299], [-2.05592, -0.51934, -0.51320], [-0.16315, 1.53993, -0.42892], [0.20572, 0.79145, 1.22040], [-0.31010, -1.40737, 0.28561]],
  "lowdin_charge": [-0.1392, -0.2435, -0.0796, 0.0126, 0.0770, 0.1425, 0.1112, 0.1189]
}

{
  "formula": "C2H3NO2",
  "method": "ωB97M-V with the def2-TZVPD basis set",
  "molar_mass_g_mol": 73.051,
  "e_lumo_ev": 0.99,
  "orbital_gap_ev": 11.32,
  "e_homo_ev": -10.33,
  "de_lowest_kcal_mol": 90.9,
  "symbols": ["C", "C", "N", "O", "O", "H", "H", "H"],
  "xyz": [[-0.53900, 1.67618, -2.03175], [-0.01139, -0.10345, 1.11413], [-0.07525, -0.94657, 0.00209], [-0.18085, 0.84433, -2.68044], [0.56568, 0.31934, 0.01783], [-0.92190, 0.21587, 1.58253], [0.50408, -0.40476, 1.94721], [0.65863, -1.60093, 0.04840]],
  "lowdin_charge": [-0.0147, -0.3007, 0.0715, 0.0345, -0.0766, 0.1151, 0.0871, 0.0838]
}

> Which formula does entry 2 have?

C2H3NO